The following is a DFT calculation (the ωB97M-V functional and the def2-TZVPD basis) of a 3-piece molecular cluster, C26H42BFN2O12P2 overall in a non-equilibrium geometry.

```
86
Properties=species:S:1:pos:R:3:forces:R:3
H 5.6958 1.3617 2.8101 0.475 0.369 0.180
N 6.5043 1.9926 2.6313 -0.936 0.158 -3.789
C 6.4689 2.2612 1.3393 0.510 -0.023 1.570
C 5.4083 1.6922 0.2788 -0.325 0.153 0.258
C 3.9652 2.3802 0.3336 -3.851 0.411 0.536
C 2.7510 1.4314 0.6963 -0.386 3.833 -0.431
C 1.3000 1.9979 0.8248 2.562 1.904 -0.467
C 0.0766 1.0166 1.2285 1.154 0.737 -1.572
C -0.6493 0.6468 -0.1791 -4.041 -0.050 0.426
O -1.8945 0.5896 -0.3218 6.440 0.049 0.257
F 0.2659 0.3853 -1.2731 -2.066 0.550 2.485
C 1.0704 3.5180 0.5788 1.922 -0.781 -0.155
C 2.2545 4.4947 0.1757 0.076 -3.517 0.871
C 3.6957 3.9184 0.0511 -2.443 -1.780 1.016
B 4.9561 4.9019 -0.3725 -0.076 0.226 -0.800
N 5.4305 4.7380 -1.7936 0.027 -0.716 3.313
O 5.5174 5.8705 0.5538 -1.757 -0.426 -2.261
C 1.8495 6.0294 -0.0381 0.156 1.446 -0.940
O 2.3275 6.7984 -0.9129 -1.179 -2.965 3.231
C 0.6855 6.5758 0.9514 -1.992 -2.745 0.573
C -0.3956 5.6912 1.3014 2.851 1.078 -0.993
C -0.4048 4.1666 0.7464 -1.033 -0.245 -0.564
O -1.4737 3.5731 0.4477 3.951 1.966 1.317
H 7.3213 2.9376 0.9391 -1.559 -1.071 0.573
H 5.2780 0.5625 0.5096 0.144 1.916 -0.507
H 5.8211 1.8131 -0.7827 -0.457 -0.247 1.531
H 2.9294 0.3146 0.9024 -0.265 1.956 -0.376
H 0.4719 0.0554 1.7083 -0.484 1.352 -0.803
H -0.6338 1.5533 1.9563 0.834 -1.009 -1.554
H 5.1069 3.8146 -2.1247 0.439 0.871 -0.169
H 6.4588 4.8088 -1.7704 -0.651 0.090 -0.653
H 5.1565 6.7386 0.2234 0.806 -0.925 0.573
H 0.7100 7.6497 1.3743 0.099 -1.906 -1.111
H -1.2295 6.0414 1.9953 1.121 -0.664 -1.270
C 3.4170 -3.8105 6.3816 -0.025 0.022 0.099
C 2.0962 -3.1609 6.0058 0.109 0.216 0.230
O 1.8317 -3.2820 4.6173 0.259 -0.558 0.492
P 1.3989 -4.7636 4.0085 -2.485 8.147 -3.325
O 0.0278 -4.8391 4.6895 2.470 -3.570 0.859
O 0.8360 -4.2506 2.5328 0.676 -1.204 0.121
C -0.5256 -4.4688 2.1723 -0.469 0.059 0.111
C -1.4128 -3.3167 2.6208 -0.021 0.249 -0.087
O 2.9400 -4.8053 3.2497 -1.212 -3.061 1.652
C 3.8647 -5.8326 3.5825 0.793 -0.197 -0.079
C 3.2343 -7.1652 3.9332 -0.056 0.000 -0.259
H 3.3460 -4.8972 6.2947 0.043 -0.093 0.050
H 3.6845 -3.5735 7.4151 -0.036 -0.060 -0.080
H 4.2174 -3.4666 5.7239 -0.051 0.032 0.039
H 1.2738 -3.5841 6.5900 -0.015 0.001 -0.034
H 2.1439 -2.0919 6.2304 -0.077 -0.062 -0.161
H -0.8785 -5.4242 2.5705 0.019 0.203 0.073
H -0.5704 -4.5545 1.0822 0.257 0.060 0.088
H -1.1941 -2.9810 3.6360 0.007 -0.310 0.010
H -2.4678 -3.5986 2.5659 0.091 0.042 -0.026
H -1.2559 -2.4493 1.9747 -0.060 -0.048 -0.066
H 4.5049 -5.4859 4.3969 -0.025 -0.015 0.082
H 4.5168 -5.9670 2.7139 -0.121 0.111 -0.006
H 2.5215 -7.0726 4.7598 0.026 0.037 0.143
H 4.0058 -7.8793 4.2330 -0.118 0.052 -0.002
H 2.6958 -7.5756 3.0754 0.026 0.007 0.044
C -6.3927 1.5204 -2.2448 -0.072 -0.049 0.062
C -7.2092 0.9584 -3.3961 -0.221 0.166 0.153
O -6.5063 1.0448 -4.6247 0.247 -0.279 0.725
P -5.2274 0.0221 -4.8915 -5.392 3.673 -6.305
O -6.0511 -1.2675 -4.9867 3.236 -0.360 2.970
O -5.0800 0.2594 -6.5290 1.117 -0.255 0.745
C -5.2558 -0.8324 -7.4267 -0.288 -0.317 -0.115
C -6.7119 -0.9851 -7.8425 -0.158 0.148 -0.186
O -4.2086 1.3962 -4.7413 0.946 -3.152 1.611
C -3.2353 1.4436 -3.7055 0.529 0.469 0.450
C -2.6423 0.1015 -3.3302 0.205 0.030 -0.366
H -5.5437 0.8690 -2.0253 0.067 -0.017 0.094
H -7.0012 1.5949 -1.3391 0.069 -0.042 -0.060
H -6.0079 2.5114 -2.4919 -0.059 -0.038 -0.005
H -7.5041 -0.0760 -3.1962 0.010 -0.009 -0.031
H -8.1244 1.5460 -3.5092 0.096 -0.052 -0.158
H -4.8660 -1.7551 -6.9874 -0.184 0.102 0.008
H -4.6472 -0.6330 -8.3143 0.010 0.214 0.170
H -7.4049 -0.8869 -7.0053 0.237 -0.166 0.095
H -6.8764 -1.9547 -8.3211 0.022 0.079 0.022
H -6.9833 -0.2016 -8.5540 0.051 -0.047 -0.030
H -3.6708 1.9279 -2.8286 -0.020 -0.056 0.067
H -2.4323 2.1009 -4.0532 -0.127 -0.025 -0.104
H -3.4156 -0.6162 -3.0338 -0.116 0.007 0.137
H -1.9531 0.2170 -2.4930 -0.214 -0.096 -0.197
H -2.0960 -0.3291 -4.1737 -0.058 0.016 -0.017
```
Forces are in eV/Å.

Calculated values
E_HOMO ... -0.3480 hartree
Charge ... 0
2S+1 ... 1
E_LUMO ... -1.606 eV
SMILES ... [H]/N=C\Cc1cc(CC(=O)F)c2c(c1B(N)O)C(=O)C=CC2=O.CCOP(=O)(OCC)OCC.CCOP(=O)(OCC)OCC
Frontier orbital gap ... 0.289 hartree
Calculated total energy ... -2835.49284 hartree

Now the Löwdin charges, all in e: number 1, H, carries 0.04; number 2, N, carries 0.07; number 3, C, carries -0.21; number 4, C, carries -0.15; number 5, C, carries -0.09; number 6, C, carries 0.05; number 7, C, carries -0.10; number 8, C, carries -0.03; number 9, C, carries -0.27; number 10, O, carries 0.08; number 11, F, carries 0.01; number 12, C, carries 0.02; number 13, C, carries 0.02; number 14, C, carries 0.04; number 15, B, carries -0.50; number 16, N, carries 0.15; number 17, O, carries 0.05; number 18, C, carries -0.26; number 19, O, carries 0.05; number 20, C, carries 0.02; number 21, C, carries 0.02; number 22, C, carries -0.26; number 23, O, carries 0.05; number 24, H, carries 0.12; number 25, H, carries 0.12; number 26, H, carries 0.11; number 27, H, carries 0.11; number 28, H, carries 0.13; number 29, H, carries 0.14; number 30, H, carries 0.07; number 31, H, carries 0.08; number 32, H, carries 0.12; number 33, H, carries 0.13; number 34, H, carries 0.12; number 35, C, carries -0.08; number 36, C, carries -0.30; number 37, O, carries -0.23; number 38, P, carries 0.70; number 39, O, carries -0.24; number 40, O, carries -0.23; number 41, C, carries -0.30; number 42, C, carries -0.07; number 43, O, carries -0.20; number 44, C, carries -0.31; number 45, C, carries -0.09; number 46, H, carries 0.06; number 47, H, carries 0.08; number 48, H, carries 0.08; number 49, H, carries 0.11; number 50, H, carries 0.12; number 51, H, carries 0.10; number 52, H, carries 0.12; number 53, H, carries 0.07; number 54, H, carries 0.08; number 55, H, carries 0.06; number 56, H, carries 0.10; number 57, H, carries 0.12; number 58, H, carries 0.07; number 59, H, carries 0.09; number 60, H, carries 0.09; number 61, C, carries -0.08; number 62, C, carries -0.30; number 63, O, carries -0.23; number 64, P, carries 0.70; number 65, O, carries -0.24; number 66, O, carries -0.22; number 67, C, carries -0.30; number 68, C, carries -0.08; number 69, O, carries -0.19; number 70, C, carries -0.30; number 71, C, carries -0.09; number 72, H, carries 0.06; number 73, H, carries 0.08; number 74, H, carries 0.08; number 75, H, carries 0.11; number 76, H, carries 0.12; number 77, H, carries 0.10; number 78, H, carries 0.11; number 79, H, carries 0.07; number 80, H, carries 0.08; number 81, H, carries 0.07; number 82, H, carries 0.10; number 83, H, carries 0.12; number 84, H, carries 0.07; number 85, H, carries 0.04; number 86, H, carries 0.09